7
Properties=species:S:1:pos:R:3:forces:R:3 method="wB97M-V/def2-TZVPD" homo_lumo_gap_ha="0.3677 / 0.1729" lumo_ev="-0.9 / -3.6" molar_mass_g_mol=153.41 multiplicity=1 homo_ev="-10.922 / -8.324" total_energy_ha=-3149.54521
C 0.9867 1.1212 -0.6447 0.24 -0.08 -0.20
C 0.7641 0.1267 -0.0101 -1.19 -1.90 0.94
C 0.1669 -0.9753 0.6406 -1.25 2.06 0.66
Cl 0.2731 -2.5455 0.1205 0.55 -1.14 -0.46
Br -2.4577 1.3021 0.1448 0.05 0.06 -0.04
H 1.0440 1.7563 -1.4650 0.30 1.07 -0.57
H -0.7770 -0.7856 1.2139 1.31 -0.06 -0.32

***

54
Properties=species:S:1:pos:R:3:forces:R:3 method="wB97M-V/def2-TZVPD" homo_lumo_gap_ha="0.0799 / 0.2454" lumo_ev="4.2 / 4.2" s_squared=0.750 molar_mass_g_mol=635.38 multiplicity=2 homo_ev="2.029 / -2.478" total_energy_ha=-1757.94161 charge=-2
Pb -0.1752 -0.8670 3.5114 -1.68 -2.87 1.26
O -5.1894 -0.9747 2.1765 0.88 0.08 -3.30
C -4.6111 -0.9345 1.0864 -0.12 -0.35 3.30
O -5.0008 -1.2084 -0.1223 -1.59 -0.09 -1.04
B -3.9852 -0.8246 -1.1337 -0.93 0.09 -0.58
O -2.8218 -0.5057 -0.3730 0.38 0.19 1.00
C -3.1282 -0.6256 0.9331 2.63 1.41 1.97
O -2.3321 -0.4397 1.8438 -1.55 -0.51 -1.96
O -4.4910 0.2789 -2.0381 0.46 -1.36 -2.48
C -4.4063 -0.1982 -3.3621 -1.29 3.78 -0.56
O -4.6988 0.4033 -4.4165 0.85 -1.68 3.86
C -3.8901 -1.5911 -3.3039 0.24 -2.26 -1.62
O -3.6849 -1.9517 -2.0417 -0.13 -0.10 -1.06
O -3.7497 -2.2652 -4.3229 0.07 0.81 2.20
O 0.1827 -3.1570 4.2891 0.24 0.69 -0.21
H 0.7863 -3.9024 4.4749 -0.18 0.91 -0.40
O -2.3700 -1.4553 4.8103 1.88 1.15 -0.64
H -1.6909 -1.1588 5.4469 -0.70 -0.48 0.43
C 5.3113 2.9566 1.2643 1.63 0.50 -0.12
C 3.9439 2.4759 1.2876 -1.64 -0.89 -0.13
C 3.4892 2.3608 2.7581 -1.03 -1.05 0.12
C 2.8157 1.0706 3.0863 3.48 7.13 -2.05
N 2.3725 0.1037 3.3632 -2.49 -6.28 1.99
H 5.9755 2.2203 1.7169 0.29 0.25 0.26
H 5.2418 3.8814 1.8370 0.89 0.23 0.11
H 5.6886 3.1761 0.2655 -0.04 0.11 -0.10
H 3.7857 1.5609 0.7167 0.01 -0.19 0.24
H 3.3588 3.2315 0.7634 -0.47 0.10 0.13
H 2.7988 3.1751 2.9783 -0.26 0.10 0.08
H 4.2811 2.4440 3.5025 0.31 0.06 -0.36
C 1.2479 1.4560 -1.9349 -0.10 0.01 1.25
C 0.8569 2.8138 -1.2509 0.19 -0.36 -1.20
C -0.3660 2.8100 -0.3450 -0.13 -0.84 -0.28
C -0.0683 1.9458 0.7908 0.98 -3.88 5.07
N 0.2190 1.2598 1.7437 -1.55 4.07 -5.35
H 1.2462 0.7001 -1.1496 0.34 -0.23 0.09
H 2.2536 1.5238 -2.3497 0.12 0.13 0.16
H 0.6466 1.0020 -2.7225 -0.59 0.71 -0.06
H 0.6520 3.4999 -2.0728 0.33 0.50 0.29
H 1.6795 3.1257 -0.6072 0.25 0.28 -0.55
H -1.1995 2.4556 -0.9514 -0.33 -0.32 0.46
H -0.6614 3.7675 0.0841 0.32 0.35 -0.25
C 1.0000 -2.5587 -2.5781 -0.93 0.46 -1.46
C -0.5594 -2.7544 -2.3848 1.48 -0.21 0.61
C -0.7998 -3.3380 -0.9977 -0.02 0.58 1.37
C -0.1008 -2.5711 0.0953 0.94 1.28 1.85
N 0.4137 -1.9456 0.9516 -1.55 -1.93 -2.70
H 1.4494 -1.7414 -2.0142 -0.27 -0.46 0.89
H 1.2459 -2.1789 -3.5698 -0.47 -0.17 -0.53
H 1.5667 -3.4889 -2.5366 -0.10 -0.01 0.60
H -1.0072 -3.5017 -3.0399 0.30 0.24 -0.49
H -1.1321 -1.8330 -2.4907 0.30 0.04 -0.03
H -0.5306 -4.3919 -0.9276 0.45 0.06 -0.03
H -1.8589 -3.3356 -0.7399 -0.12 0.24 -0.05

***

18
Properties=species:S:1:pos:R:3:forces:R:3 method="wB97M-V/def2-TZVPD" homo_lumo_gap_ha=0.3695 lumo_ev=0.6 molar_mass_g_mol=109.12 smiles="CCC(N)=O.O.O" multiplicity=1 homo_ev=-9.436 total_energy_ha=-401.39213
C -1.7003 0.3166 1.5759 -0.19 -0.70 -0.23
C -1.8439 -0.6472 0.3984 -0.54 -0.69 0.09
C -0.7776 -0.5647 -0.6668 0.57 0.19 0.40
N 0.4958 -0.4119 -0.1586 -0.49 0.04 0.12
O -1.0175 -0.6159 -1.8464 -0.20 0.17 -0.55
H -2.6116 0.3535 2.1832 0.16 0.07 -0.23
H -0.9019 -0.0280 2.2219 0.23 0.22 0.24
H -1.4636 1.2886 1.1750 0.03 0.51 0.19
H -2.8038 -0.5657 -0.0951 -0.14 0.37 -0.24
H -1.8522 -1.6917 0.7269 0.15 -0.03 0.27
H 0.6092 -0.8158 0.7575 0.44 0.24 -0.04
H 1.2743 -0.3993 -0.8033 -0.11 -0.42 -0.02
H 2.5510 -1.6032 -3.2075 -0.12 -0.16 0.21
H 2.3889 -0.1115 -3.1742 -0.20 -0.06 0.25
O 2.2212 -0.8995 -2.6376 0.41 0.28 -0.44
H 1.1415 2.3070 2.2198 0.49 -0.03 0.09
H 2.4304 2.4483 3.1296 -0.02 -0.11 -0.42
O 1.4758 2.5350 3.0953 -0.49 0.11 0.30

***

12
Properties=species:S:1:pos:R:3:forces:R:3 method="wB97M-V/def2-TZVPD" homo_lumo_gap_ha=0.3867 lumo_ev=0.9 molar_mass_g_mol=103.08 multiplicity=1 homo_ev=-9.578 total_energy_ha=-393.73207
C -0.2238 -0.2266 1.8112 1.30 0.54 -0.33
C 0.1531 1.3769 -2.3842 -0.49 -0.33 0.90
N -0.3114 -1.2321 0.8093 -1.52 -0.80 -0.25
N -0.6526 1.2233 -1.5535 2.63 1.05 -3.55
N 0.4880 -1.3239 -0.1213 -0.18 -1.01 -0.62
O -1.6241 1.0471 -0.9668 -3.26 -0.94 2.91
O 1.4462 -0.6127 -0.4347 0.44 0.27 -0.04
H -0.9451 -0.6202 2.5004 -0.22 0.80 0.84
H -0.3245 0.8431 1.5168 -0.53 -0.85 -0.16
H 0.7995 -0.2622 2.1847 0.13 -0.06 0.57
H 0.9461 1.9786 -2.6854 1.03 0.37 -0.40
H 0.2486 -2.1914 -0.6763 0.68 0.97 0.12

***

101
Properties=species:S:1:pos:R:3:forces:R:3 method="wB97M-V/def2-TZVPD" homo_lumo_gap_ha=0.3352 lumo_ev=0.5 molar_mass_g_mol=1128.44 smiles="FC(F)C(F)(F)COC(F)(F)C(F)F.FC(F)C(F)(F)COC(F)(F)C(F)F.FC(F)C(F)(F)COC(F)(F)C(F)F.FC(F)C(F)(F)COC(F)(F)C(F)F.CCOP(=O)(CC[PH4])OCC" multiplicity=1 homo_ev=-8.660 total_energy_ha=-5416.23365
C 0.1053 0.4115 -2.0343 0.00 0.22 -0.02
C -0.5025 0.6602 -3.4041 0.20 -0.55 0.15
O -1.9042 1.0293 -3.3283 0.16 0.38 -0.14
P -2.2290 2.5039 -2.8133 0.03 0.01 0.28
O -1.7712 2.7956 -1.4434 -0.11 0.05 0.03
C -4.0158 2.6239 -3.0127 0.19 -0.29 0.08
C -4.7472 2.0525 -1.7881 -0.20 0.17 -0.12
P -5.8202 0.5009 -2.1566 -0.05 0.04 0.03
O -1.5079 3.4079 -3.9161 -0.42 -0.17 -0.19
C -1.9249 4.7604 -4.1650 0.19 0.29 0.01
C -1.7659 5.6648 -2.9570 -0.07 0.04 0.04
H 0.4246 1.3397 -1.5658 -0.02 -0.01 0.02
H -0.6276 -0.0472 -1.3715 0.03 -0.12 -0.04
H 0.9648 -0.2521 -2.1285 0.00 -0.01 0.00
H 0.0519 1.4132 -3.9643 -0.10 0.09 -0.01
H -0.4781 -0.2622 -3.9846 -0.15 0.04 -0.05
H -4.3068 2.0955 -3.9298 0.05 0.04 -0.04
H -4.2672 3.6731 -3.1659 0.03 0.03 0.02
H -5.4172 2.8191 -1.3872 -0.04 -0.05 0.01
H -4.0488 1.7834 -0.9921 0.01 0.01 0.04
H -6.6487 0.8109 -1.0417 0.03 -0.05 0.04
H -4.7282 -0.3652 -1.8948 0.03 0.00 -0.11
H -6.0883 1.0056 -3.4721 0.06 -0.03 -0.01
H -6.6622 -0.6483 -2.4571 -0.01 -0.01 0.01
H -1.2952 5.1030 -4.9843 0.06 -0.08 0.03
H -2.9538 4.7683 -4.5321 0.00 -0.07 -0.01
H -2.5835 5.5511 -2.2440 0.04 -0.07 0.03
H -1.7464 6.7059 -3.2822 -0.03 0.00 -0.01
H -0.8373 5.4456 -2.4324 0.03 0.00 -0.04
C -5.2523 3.6900 1.6558 -0.28 -0.03 -0.37
C -3.8749 4.3612 1.7386 0.01 0.04 0.09
C -2.6432 3.4523 1.6847 0.04 -0.01 -0.18
F -2.6364 2.6139 2.7484 0.04 -0.01 -0.01
F -1.5374 4.2265 1.7553 0.00 -0.01 0.04
F -3.8127 5.1688 2.8168 0.00 0.01 -0.02
F -3.7835 5.1481 0.6207 -0.01 -0.01 0.00
O -5.9443 3.5064 2.8756 0.36 0.10 0.30
C -5.8069 2.3648 3.6118 -0.17 -0.05 -0.14
C -5.2756 2.6645 5.0207 -0.02 0.01 0.01
F -4.0600 3.2381 4.9454 -0.03 -0.01 0.03
F -5.1586 1.5006 5.6987 -0.01 0.01 0.00
F -5.0512 1.4407 2.9941 -0.01 -0.01 0.03
F -7.0427 1.8294 3.7740 0.02 -0.04 -0.02
H -5.8680 4.3945 1.0982 -0.02 -0.01 0.03
H -5.1995 2.7708 1.0732 0.11 -0.03 0.07
H -2.6165 2.8807 0.7526 0.05 0.03 -0.01
H -5.9644 3.3274 5.5473 0.01 0.01 0.00
C -0.9857 -2.6387 -8.4661 -0.07 0.18 -0.33
C 0.0021 -3.6518 -7.8708 0.00 0.05 0.10
C -0.4827 -5.0962 -7.7000 0.04 -0.02 -0.02
F -1.5111 -5.1546 -6.8307 -0.01 0.01 0.00
F 0.5321 -5.8391 -7.2068 -0.02 0.01 0.00
F 0.5034 -3.1939 -6.7079 0.00 -0.01 -0.02
F 1.0303 -3.7346 -8.7699 0.00 -0.01 -0.02
O -1.6572 -1.8029 -7.5438 0.16 -0.22 0.38
C -2.8719 -2.1320 -7.0120 -0.04 0.12 -0.20
C -2.8120 -2.1844 -5.4802 0.02 0.06 0.22
F -1.9255 -3.1158 -5.0761 0.00 0.00 -0.06
F -4.0303 -2.5251 -5.0024 -0.01 0.03 -0.05
F -3.3671 -3.2720 -7.5246 0.01 -0.01 0.03
F -3.7404 -1.1398 -7.3265 -0.05 -0.04 -0.03
H -0.3646 -1.9592 -9.0472 -0.02 0.01 0.00
H -1.6761 -3.1258 -9.1548 -0.01 -0.09 0.08
H -0.7940 -5.5143 -8.6609 -0.01 0.00 0.00
H -2.5233 -1.2102 -5.0779 -0.02 0.02 -0.04
C 2.9737 -0.5180 2.0343 0.27 0.26 0.11
C 1.5912 -0.5174 1.3678 -0.02 -0.09 0.00
C 0.3626 -0.6674 2.2730 -0.02 0.04 -0.01
F 0.3767 -1.8615 2.9003 0.01 -0.01 0.00
F -0.7475 -0.6072 1.5045 0.00 -0.01 0.00
F 1.5467 -1.4347 0.3809 0.00 0.01 0.00
F 1.4535 0.7199 0.8053 0.04 0.02 0.00
O 3.6850 -1.7419 1.9945 -0.36 -0.28 -0.19
C 3.5944 -2.6690 2.9889 0.16 0.19 0.07
C 3.1257 -4.0294 2.4521 0.04 -0.02 -0.02
F 1.9006 -3.9190 1.9085 -0.01 0.02 0.01
F 3.0617 -4.9021 3.4837 0.01 0.00 -0.01
F 2.8317 -2.2577 4.0156 -0.03 -0.03 -0.03
F 4.8469 -2.8680 3.4810 0.05 -0.01 0.09
H 3.5714 0.1631 1.4312 0.01 -0.01 0.01
H 2.9229 -0.1072 3.0426 -0.10 -0.07 0.01
H 0.3258 0.1352 3.0139 0.00 0.00 0.00
H 3.8291 -4.3988 1.7037 -0.01 0.00 -0.01
C 7.8848 -3.1646 5.7112 -0.23 -0.16 -0.40
C 8.3523 -3.6247 7.0981 0.10 0.09 0.01
C 7.4230 -3.3485 8.2857 0.00 -0.05 0.01
F 7.2622 -2.0220 8.4663 0.01 0.00 0.00
F 7.9824 -3.8623 9.4031 -0.01 0.01 -0.01
F 9.5858 -3.1522 7.3617 -0.02 -0.01 0.00
F 8.4301 -4.9886 7.0264 -0.02 -0.01 0.00
O 8.4203 -1.9443 5.2343 0.25 0.11 0.44
C 7.8047 -0.7466 5.4546 -0.11 -0.08 -0.22
C 8.7271 0.2315 6.1971 0.02 0.02 -0.03
F 9.0660 -0.2682 7.4000 -0.01 -0.01 0.00
F 8.0637 1.3941 6.3873 0.01 -0.01 -0.01
F 6.6243 -0.8793 6.0843 0.02 0.01 0.03
F 7.5511 -0.1846 4.2456 -0.06 0.00 0.01
H 8.2722 -3.9161 5.0255 0.01 0.01 0.00
H 6.7973 -3.1861 5.6341 0.00 0.04 0.13
H 6.4475 -3.8162 8.1296 0.00 0.01 -0.01
H 9.6275 0.4156 5.6084 0.00 -0.01 0.00